Record 1
{"formula": "C7H10", "method": "ωB97M-V/def2-TZVPD", "species": ["C", "C", "C", "C", "C", "C", "C", "H", "H", "H", "H", "H", "H", "H", "H", "H", "H"], "positions_angstrom": [[-0.05, -1.00, -1.71], [-0.09, -0.14, -0.47], [-1.31, -0.20, 0.44], [-0.75, 0.18, 1.78], [0.58, 0.33, 1.74], [1.13, -0.02, 0.39], [0.78, 1.09, -0.60], [-0.70, -0.58, -2.50], [0.97, -1.05, -2.11], [-0.38, -2.02, -1.51], [-2.11, 0.48, 0.13], [-1.73, -1.22, 0.42], [-1.36, 0.34, 2.67], [1.19, 0.75, 2.53], [1.94, -0.75, 0.35], [1.15, 1.26, -1.60], [0.61, 2.03, -0.10]], "e_lumo_ev": 1.1, "smiles": "C[C@@]12CC=C[C@@H]1C2", "homo_ev": -9.01, "de_lowest_kcal_mol": 31.2, "multiplicity": 1, "gap_ev": 10.2, "e_tot_ev": -7419.68024}

***

Record 2
{"formula": "C21H39BrN3O", "method": "ωB97M-V/def2-TZVPD", "species": ["C", "C", "N", "C", "C", "C", "C", "C", "C", "C", "C", "C", "C", "C", "C", "C", "Br", "C", "C", "C", "N", "O", "C", "H", "H", "H", "H", "H", "H", "H", "H", "H", "H", "H", "H", "H", "H", "H", "H", "H", "H", "H", "H", "H", "H", "H", "H", "H", "H", "H", "H", "H", "H", "H", "H", "H", "H", "H", "H", "C", "C", "N", "H", "H", "H"], "positions_angstrom": [[1.07, -0.47, 3.11], [2.35, -1.20, 2.76], [2.84, -1.04, 1.35], [2.04, -1.67, 0.23], [1.73, -0.58, -0.81], [0.38, -0.72, -1.55], [-0.75, -1.34, -0.72], [-2.08, -1.37, -1.48], [-2.76, -2.74, -1.33], [-3.03, -0.20, -1.14], [-3.11, 0.13, 0.35], [-4.31, 1.02, 0.58], [-4.19, 2.26, 1.11], [-3.32, 2.48, 2.34], [-4.84, 3.47, 0.52], [2.12, 0.78, -0.17], [0.51, 1.60, 0.59], [2.74, 1.79, -1.13], [3.22, 3.09, -0.46], [3.19, 4.29, -1.40], [1.98, 4.66, -2.03], [4.20, 4.91, -1.59], [3.16, 0.33, 0.84], [0.30, -0.66, 2.36], [0.73, -0.81, 4.08], [1.24, 0.60, 3.14], [2.26, -2.27, 2.98], [3.14, -0.83, 3.40], [3.74, -1.51, 1.37], [2.72, -2.38, -0.23], [1.22, -2.30, 0.57], [2.48, -0.72, -1.60], [0.53, -1.35, -2.42], [0.05, 0.25, -1.93], [-0.83, -0.88, 0.27], [-0.47, -2.38, -0.55], [-1.85, -1.28, -2.54], [-3.06, -2.94, -0.31], [-2.08, -3.50, -1.70], [-3.62, -2.77, -2.01], [-4.03, -0.50, -1.46], [-2.73, 0.69, -1.69], [-2.25, 0.75, 0.60], [-3.07, -0.77, 0.98], [-5.30, 0.63, 0.34], [-3.34, 1.58, 2.95], [-2.26, 2.63, 2.05], [-3.65, 3.35, 2.89], [-4.04, 4.06, 0.07], [-5.33, 4.12, 1.24], [-5.53, 3.21, -0.29], [2.05, 1.99, -1.94], [3.62, 1.31, -1.57], [4.25, 2.97, -0.13], [2.62, 3.34, 0.42], [1.39, 5.25, -1.44], [1.45, 3.88, -2.39], [3.51, 1.05, 1.58], [4.06, 0.16, 0.23], [1.88, -5.73, -1.47], [0.73, -5.27, -0.70], [-0.19, -4.90, -0.11], [1.63, -6.65, -2.00], [2.18, -4.99, -2.20], [2.72, -5.94, -0.81]], "e_lumo_ev": -3.3, "charge": 1, "homo_ev": -9.79, "de_lowest_kcal_mol": 0.0, "multiplicity": 1, "gap_ev": 6.5, "e_tot_ev": -98961.90040}

***

Record 3
{"formula": "C13H21FO5SZn", "method": "ωB97M-V/def2-TZVPD", "species": ["C", "C", "C", "O", "O", "C", "C", "C", "C", "C", "C", "C", "C", "C", "F", "O", "S", "O", "O", "C", "H", "H", "H", "H", "H", "H", "H", "H", "H", "H", "H", "H", "H", "H", "H", "H", "H", "H", "H", "H", "H", "Zn"], "positions_angstrom": [[6.64, -1.43, 0.94], [5.97, -1.58, -0.26], [4.52, -1.15, -0.29], [3.72, -1.72, 0.38], [4.32, -0.10, -1.05], [2.94, 0.23, -1.20], [2.53, 1.40, -0.27], [1.44, 1.04, 0.76], [0.08, 1.68, 0.52], [-0.59, 1.06, -0.72], [-2.08, 1.44, -0.92], [-3.17, 0.47, -0.35], [-2.96, -1.05, -0.63], [-4.34, -1.73, -0.67], [-4.83, -1.44, -1.88], [-5.24, -1.19, 0.27], [-4.53, -0.72, 1.66], [-5.52, -0.23, 2.51], [-3.78, -1.80, 2.21], [-3.42, 0.62, 1.17], [6.53, -2.13, 1.78], [7.29, -0.56, 1.10], [6.48, -1.98, -1.15], [2.27, -0.63, -1.13], [2.83, 0.60, -2.22], [2.15, 2.21, -0.90], [3.42, 1.80, 0.21], [1.31, -0.06, 0.80], [1.80, 1.39, 1.73], [-0.55, 1.52, 1.40], [0.11, 2.75, 0.35], [-0.04, 1.46, -1.58], [-0.36, -0.06, -0.74], [-2.26, 2.42, -0.47], [-2.24, 1.55, -1.99], [-4.11, 0.72, -0.85], [-2.38, -1.59, 0.22], [-2.41, -1.25, -1.56], [-4.30, -2.82, -0.58], [-3.96, 1.55, 1.34], [-2.50, 0.59, 1.76], [-0.81, -1.26, 0.32]], "e_lumo_ev": -11.3, "charge": 2, "homo_ev": -13.58, "multiplicity": 1, "gap_ev": 2.3, "e_tot_ev": -86003.41076}

***

Record 4
{"formula": "C7H17N3O", "method": "ωB97M-V/def2-TZVPD", "species": ["C", "C", "C", "C", "C", "C", "C", "N", "N", "N", "O", "H", "H", "H", "H", "H", "H", "H", "H", "H", "H", "H", "H", "H", "H", "H", "H", "H"], "positions_angstrom": [[1.47, -0.53, -0.10], [-1.16, 0.61, -1.87], [2.60, 1.54, -0.21], [2.43, 0.14, 1.98], [0.66, -2.79, -1.05], [-2.82, 0.36, 1.56], [-1.32, 0.59, -0.43], [2.08, 0.43, 0.57], [0.96, -1.47, -0.61], [-2.46, 0.47, 0.15], [-3.42, 0.19, -0.75], [-0.08, 0.37, -2.26], [-1.35, 1.63, -2.25], [-1.70, -0.24, -2.42], [3.64, 1.61, 0.02], [2.47, 1.43, -1.25], [2.19, 2.60, 0.03], [1.94, 0.83, 2.72], [1.97, -0.88, 2.08], [3.56, 0.05, 2.14], [-0.06, -2.58, -1.87], [0.03, -3.27, -0.28], [1.61, -3.26, -1.50], [-2.61, -0.66, 1.91], [-3.75, 0.71, 1.81], [-2.13, 1.02, 2.10], [-0.47, 0.69, 0.12], [-4.29, 0.41, -0.36]], "e_lumo_ev": [-6.5, -11.6], "charge": 2, "homo_ev": [-14.85, -17.35], "de_lowest_kcal_mol": 16.5, "multiplicity": 3, "gap_ev": [8.3, 5.8], "e_tot_ev": -14027.55682}

***

Record 5
{"formula": "C17H42N2O6S5", "method": "ωB97M-V/def2-TZVPD", "species": ["C", "C", "N", "H", "H", "H", "C", "C", "N", "H", "H", "H", "C", "S", "O", "C", "H", "H", "H", "H", "H", "H", "C", "S", "O", "C", "H", "H", "H", "H", "H", "H", "C", "S", "O", "C", "H", "H", "H", "H", "H", "H", "C", "S", "O", "C", "H", "H", "H", "H", "H", "H", "C", "S", "O", "C", "H", "H", "H", "H", "H", "H", "C", "C", "O", "C", "H", "H", "H", "H", "H", "H"], "positions_angstrom": [[-1.51, -4.24, 2.06], [-0.07, -4.03, 2.25], [1.05, -3.87, 2.44], [-2.03, -3.44, 2.58], [-1.82, -5.17, 2.54], [-1.73, -4.24, 1.00], [0.34, 3.04, 3.66], [1.57, 2.52, 3.07], [2.54, 2.11, 2.62], [-0.48, 2.40, 3.33], [0.16, 4.06, 3.33], [0.32, 2.94, 4.74], [4.34, 2.54, -0.43], [2.96, 2.77, -1.58], [2.05, 1.58, -1.43], [2.17, 4.11, -0.67], [4.42, 3.30, 0.35], [5.28, 2.55, -0.98], [4.24, 1.55, 0.02], [1.16, 4.29, -1.02], [2.74, 5.05, -0.71], [2.10, 3.88, 0.40], [1.52, -3.86, -1.45], [0.56, -4.54, -2.84], [0.99, -5.96, -3.08], [-0.97, -4.62, -1.83], [1.26, -2.85, -1.17], [2.58, -3.82, -1.71], [1.52, -4.58, -0.63], [-1.77, -5.18, -2.31], [-1.22, -3.57, -1.67], [-0.77, -5.10, -0.87], [-2.99, -1.44, -3.78], [-2.44, 0.26, -3.94], [-2.29, 0.56, -5.40], [-4.03, 1.07, -3.50], [-4.05, -1.51, -4.04], [-2.85, -1.77, -2.75], [-2.53, -2.10, -4.52], [-3.81, 2.13, -3.56], [-4.42, 0.77, -2.53], [-4.71, 0.79, -4.31], [4.37, -1.49, -0.55], [4.21, -2.25, 1.12], [5.49, -2.99, 1.33], [4.31, -0.71, 2.03], [4.79, -2.24, -1.22], [5.03, -0.63, -0.54], [3.41, -1.13, -0.92], [5.23, -0.18, 1.79], [4.37, -0.90, 3.10], [3.50, -0.03, 1.79], [-4.82, 4.65, 1.98], [-4.71, 3.10, 1.02], [-3.82, 3.42, -0.14], [-3.67, 2.24, 2.26], [-3.83, 4.88, 2.35], [-5.50, 4.45, 2.81], [-5.20, 5.47, 1.38], [-2.76, 2.83, 2.39], [-3.33, 1.31, 1.81], [-4.16, 2.09, 3.22], [-1.15, 0.74, -0.40], [-0.64, -0.42, 0.43], [-1.37, -1.28, 0.89], [0.86, -0.57, 0.54], [-0.94, 1.71, 0.04], [-2.20, 0.57, -0.64], [-0.57, 0.65, -1.32], [1.11, -1.51, 1.04], [1.29, 0.23, 1.15], [1.34, -0.41, -0.43]], "e_lumo_ev": -0.1, "homo_ev": -8.54, "multiplicity": 1, "gap_ev": 8.5, "e_tot_ev": -87746.20545}

***

Record 6
{"formula": "C3I4", "method": "ωB97M-V/def2-TZVPD", "species": ["C", "C", "C", "I", "I", "I", "I"], "positions_angstrom": [[0.32, -0.40, 0.69], [-0.53, 0.55, 0.01], [0.31, -0.11, -0.79], [2.02, 0.04, 1.86], [-1.92, 2.03, 0.21], [-1.01, -2.27, 2.43], [0.86, -0.72, -2.65]], "e_lumo_ev": [-1.8, -2.0], "homo_ev": [-8.72, -8.46], "de_lowest_kcal_mol": 26.2, "multiplicity": 1, "gap_ev": [6.9, 6.5], "e_tot_ev": -35509.37891}

***

Which formula does entry 5 have?
C17H42N2O6S5